1.
A structure of composition C21H27FN4OS in a non-equilibrium geometry, computed with ωB97M-V/def2-TZVPD.

Properties
Net charge: 0
Relative energy (zero: lowest compared OMol25 entry of this formula, charge and spin), kcal per mole: 439.4
Frontier orbital gap, eV: 7.56
HOMO energy, eV: -7.69
Lowest unoccupied orbital energy, eV: -0.1

```
55
C21H27FN4OS ωB97M-V/def2-TZVPD
C -4.18199 -4.34637 -1.55620
C -4.14636 -3.37363 -0.48156
C -4.71392 -1.92508 -0.93060
C -4.85825 -1.06107 0.23853
N -5.38656 0.09141 -0.32891
C -4.42308 1.12930 -0.41155
H -3.72007 0.57983 -0.92189
C -3.65511 1.80548 0.66269
N -2.27072 1.95897 0.46992
C -1.32980 0.85191 0.77695
O -1.78145 0.05532 1.32936
C -0.07785 1.21487 0.28158
C 1.03974 0.00575 0.35341
C 2.28366 0.76905 0.04754
C 2.14908 2.00373 -0.52514
N 3.30223 2.41628 -0.65227
N 4.30220 1.30072 -0.58574
C 3.60272 0.33291 -0.09260
C 4.49189 -0.72548 0.02233
C 3.77920 -2.05293 0.18356
C 4.49124 -3.25042 0.23029
C 5.77027 -3.04619 0.75580
C 6.49009 -1.78103 0.66580
C 5.69211 -0.70848 0.52934
H 6.21307 0.38712 0.11670
H 7.63518 -1.78931 0.80874
H 6.47471 -4.21614 0.80135
H 4.07629 -4.04027 0.25957
F 2.42192 -2.27717 -0.12757
C 3.78862 3.69642 -1.20698
H 4.83630 3.82174 -1.51677
H 3.49431 4.48627 -0.67140
H 3.25404 3.99764 -2.18555
S 0.55774 2.54610 -0.28226
H 0.79820 -0.86922 0.83930
H -1.86491 2.92338 0.05493
H -4.02314 2.75531 0.91084
H -3.74602 1.09835 1.87771
H -4.81372 2.08127 -1.03095
C -6.63467 0.92759 0.68923
C -7.73294 -0.01648 0.42427
H -8.14020 0.18296 -0.56590
H -7.84701 -1.02751 0.58256
H -8.69709 0.37357 0.81935
H -6.44122 0.81252 1.60924
H -6.48290 1.78748 0.31192
H -3.82356 -1.05593 0.73418
H -5.43491 -1.57209 1.08440
H -4.23095 -1.50373 -1.80563
H -6.01298 -2.07936 -1.24968
H -3.27206 -3.16316 -0.11856
H -4.89526 -3.74184 0.26584
H -3.41050 -3.89420 -2.53245
H -3.75780 -5.38383 -1.21571
H -5.10813 -4.58815 -1.93611
```

***

2.
The molecule C21H27N3O2S, computed with ωB97M-V/def2-TZVPD.

Properties
SMILES: CCN1/C(=N/CCc2cccs2)N[C@@H](c2ccccc2)[C@H](C(=O)OC)[C@H]1C
Net charge: 0
Relative energy (zero: lowest compared OMol25 entry of this formula, charge and spin), kcal per mole: 35.8
Frontier orbital gap, eV: 8.75
HOMO energy, eV: -8.07
Lowest unoccupied orbital energy, eV: 0.7

```
54
C21H27N3O2S ωB97M-V/def2-TZVPD
C 4.48375 0.64057 0.17858
H 4.42206 0.38581 -0.87647
H 4.17223 -0.21502 0.76861
H 5.51394 0.88423 0.42401
C 3.58181 1.82944 0.48866
N 2.21689 1.55064 0.07698
C 1.54195 0.57127 0.77082
N 1.99418 0.14167 1.88412
C 1.37091 -0.96571 2.54864
H 1.79781 -1.00874 3.55517
H 0.28093 -0.82696 2.65536
C 1.62368 -2.31331 1.83572
C 0.78566 -3.38998 2.42050
C 1.14332 -4.39891 3.25752
C 0.05581 -5.21383 3.65214
C -1.12011 -4.81066 3.11465
S -0.92503 -3.42499 2.11131
H -2.09700 -5.23357 3.23867
H 0.15231 -6.06110 4.30757
H 2.15595 -4.56223 3.58116
H 1.39376 -2.18946 0.77468
H 2.67920 -2.57308 1.93095
N 0.45699 0.05695 0.08619
H -0.26160 -0.38750 0.63713
C 0.03799 0.71655 -1.12143
C -1.31765 0.26433 -1.59048
C -2.39893 0.22100 -0.71886
C -3.65189 -0.14991 -1.17214
C -3.84178 -0.47214 -2.50475
C -2.77131 -0.42509 -3.38136
C -1.51662 -0.06092 -2.92605
H -0.68353 -0.01990 -3.61287
H -2.91289 -0.67289 -4.42314
H -4.82118 -0.75685 -2.85937
H -4.48322 -0.18138 -0.48368
H -2.27113 0.48655 0.32128
C 0.04372 2.24553 -0.85766
C -0.44366 2.94233 -2.10522
O 0.22530 3.16139 -3.08055
O -1.74026 3.24758 -1.99734
C -2.37508 3.79603 -3.14529
H -3.20549 4.39971 -2.78704
H -1.66753 4.40457 -3.71122
H -2.74376 2.98617 -3.77790
H -0.65792 2.45313 -0.04512
C 1.46955 2.66921 -0.48168
C 1.40016 3.86098 0.48224
H 0.97149 3.54582 1.43167
H 0.77883 4.64414 0.05408
H 2.38796 4.27079 0.67160
H 1.98558 2.97558 -1.40299
H 0.78870 0.51795 -1.89896
H 3.62704 2.04996 1.56072
H 3.92463 2.69903 -0.07535
```

***

3.
The molecule C21H27N3O3S, computed with ωB97M-V/def2-TZVPD.

Properties
SMILES: CCCCOc1ccc(CNC(=S)N/N=C/c2ccc(OC)c(OC)c2)cc1
Net charge: 0
Relative energy (zero: lowest compared OMol25 entry of this formula, charge and spin), kcal per mole: 89.0
Frontier orbital gap, eV: 7.97
HOMO energy, eV: -7.66
Lowest unoccupied orbital energy, eV: 0.3

```
55
C21H27N3O3S ωB97M-V/def2-TZVPD
C -8.41714 -0.24303 1.07540
H -8.50887 -1.00206 1.84867
C -7.27507 -0.58370 0.12628
H -7.21158 0.17776 -0.65452
C -5.94113 -0.66567 0.86261
C -4.79302 -1.01070 -0.07932
O -3.60688 -1.06011 0.68715
C -2.43462 -1.35822 0.07061
C -1.30577 -1.39613 0.89378
C -0.06383 -1.67332 0.36765
C 0.09235 -1.92457 -0.99254
C -1.03009 -1.89506 -1.80337
C -2.28464 -1.61180 -1.28819
H -3.13280 -1.59726 -1.95395
H -0.93226 -2.09154 -2.86174
C 1.45991 -2.19936 -1.56916
N 2.19204 -3.20032 -0.82435
C 3.20044 -3.05461 0.04723
N 3.65995 -1.83506 0.43668
N 3.03825 -0.66801 0.22701
C 3.53479 0.41055 0.69583
C 2.87399 1.67861 0.51122
C 3.50338 2.86500 0.88062
C 2.86274 4.06746 0.68488
C 1.58414 4.14336 0.13260
C 0.93191 2.94345 -0.22752
C 1.58855 1.74120 -0.03569
H 1.11338 0.80985 -0.29348
O -0.33273 3.02425 -0.75453
C -1.01677 1.83255 -1.05307
H -0.50754 1.25329 -1.82962
H -1.14772 1.20550 -0.16640
H -1.99235 2.14690 -1.42148
O 1.11390 5.41149 0.01295
C -0.15884 5.68888 -0.52731
H -0.24193 6.77561 -0.50737
H -0.24726 5.33533 -1.55629
H -0.95767 5.25141 0.07452
H 3.33447 4.99822 0.95732
H 4.49300 2.84457 1.31100
H 4.47942 0.41135 1.25132
H 4.48688 -1.87194 1.03788
S 3.96289 -4.38941 0.67109
H 1.90625 -4.16040 -0.95322
H 1.35960 -2.55039 -2.60132
H 2.04696 -1.27817 -1.56250
H 0.79853 -1.69072 1.01536
H -1.43407 -1.20151 1.94682
H -4.97694 -1.98287 -0.55781
H -4.70549 -0.24576 -0.86440
H -5.99192 -1.42732 1.64228
H -5.72160 0.28861 1.34431
H -7.47945 -1.54029 -0.35996
H -8.23968 0.71581 1.55686
H -9.35897 -0.18732 0.53515
```

***

4.
The molecule C21H27N3O4, computed with ωB97M-V/def2-TZVPD.

Properties
SMILES: CCCNC(=O)COc1coc(CN2CCN(c3ccccc3)CC2)cc1=O
Net charge: 0
Relative energy (zero: lowest compared OMol25 entry of this formula, charge and spin), kcal per mole: 59.1
Frontier orbital gap, eV: 8.36
HOMO energy, eV: -7.84
Lowest unoccupied orbital energy, eV: 0.5

```
55
C21H27N3O4 ωB97M-V/def2-TZVPD
C -0.95704 0.29608 3.62838
H -0.46775 -0.60522 3.26747
H -2.03337 0.14843 3.57863
C -0.54426 1.49834 2.79047
H 0.53909 1.62757 2.83381
H -0.82204 1.33232 1.74622
C -1.21792 2.78101 3.28294
N -0.81675 3.92467 2.49708
C -1.62970 4.51904 1.61294
O -2.80726 4.26309 1.46306
C -0.93307 5.60842 0.77836
O 0.43219 5.30695 0.55749
C 0.71197 4.15289 -0.11507
C 0.17623 3.81980 -1.30835
O 0.47306 2.68675 -1.96980
C 1.36311 1.84074 -1.42921
C 1.96827 2.07088 -0.24558
C 1.65736 3.23489 0.55552
O 2.06026 3.42696 1.69316
H 2.64426 1.33409 0.15535
C 1.57834 0.58868 -2.23430
N 1.51127 -0.57230 -1.36745
C 0.16995 -0.79576 -0.85487
C 0.19888 -1.92583 0.17942
N 0.69822 -3.14638 -0.41604
C -0.18651 -4.01672 -1.04546
C 0.10585 -4.65483 -2.25461
C -0.77385 -5.56458 -2.81167
C -1.97216 -5.86454 -2.19082
C -2.27158 -5.24887 -0.98675
C -1.39513 -4.34730 -0.41982
H -1.64484 -3.91000 0.53477
H -3.19591 -5.47970 -0.47708
H -2.65920 -6.56931 -2.63333
H -0.51818 -6.03616 -3.74992
H 1.02260 -4.44433 -2.78299
C 2.01385 -2.90715 -0.96238
H 2.41996 -3.82599 -1.38331
C 2.00949 -1.78018 -2.00199
H 3.02856 -1.59785 -2.35089
H 1.38647 -2.06917 -2.86643
H 2.65608 -2.59906 -0.13048
H -0.80116 -2.06999 0.58201
H 0.87183 -1.64162 0.99434
H -0.18255 0.12263 -0.38126
H -0.53188 -1.06516 -1.66570
H 0.83402 0.56155 -3.04973
H 2.57619 0.61997 -2.68276
H -0.55353 4.41616 -1.83649
H -0.93609 6.54807 1.33647
H -1.49154 5.75115 -0.15254
H 0.17271 4.15268 2.49407
H -0.95370 2.96004 4.32946
H -2.30414 2.69901 3.19667
H -0.67897 0.44512 4.66898
```